No. 1
# C2H6N2O

A single C2H6N2O molecule (wB97M-V/def2-TZVPD, the Open Molecules 2025 dataset).

## Properties
Relative energy (zero: lowest compared OMol25 entry of this formula, charge and spin) ... 0.674 eV
Kohn-Sham gap ... 10.4 eV
SMILES ... NCNC=O

Cartesian coordinates (Å):
N1 1.6218 1.1164 0.5343
C1 0.8007 0.4690 -0.4610
N2 -0.6281 0.4348 -0.1434
C2 -1.3339 -0.7229 -0.0069
O1 -0.8768 -1.8384 -0.1128
H1 1.4447 2.1170 0.6003
H2 1.4477 0.6656 1.4233
H3 0.9305 0.9261 -1.4365
H4 1.1380 -0.5636 -0.5613
H5 -1.0719 1.3252 0.0029
H6 -2.3990 -0.5358 0.1576

Forces on the atoms, in the same order (eV/Å):
-0.09 0.14 -0.23
0.02 -0.37 0.08
0.39 -0.26 -0.08
0.17 0.33 -0.31
0.06 0.03 0.06
-0.01 -0.34 0.11
0.14 0.25 0.15
0.12 0.31 -0.05
-0.24 0.04 0.06
-0.29 -0.12 -0.02
-0.27 0.01 0.22

=====

No. 2
# C2N2S2

A single C2N2S2 molecule in a non-equilibrium geometry (wB97M-V/def2-TZVPD, the Open Molecules 2025 dataset).

## Properties
Relative energy (zero: lowest compared OMol25 entry of this formula, charge and spin) ... 0.000 eV
Kohn-Sham gap (spin up / spin down) ... 8.4 / 6.8 eV
2S+1 ... 3

Cartesian coordinates (Å):
C1 -1.3100 -0.3675 0.0032
C2 -0.0592 0.2808 0.0064
N1 -2.3558 -0.8314 -0.0141
N2 1.0564 -0.3465 0.0123
S1 0.1388 1.9646 -0.0026
S2 2.5297 -0.7000 -0.0052

Forces on the atoms, in the same order (eV/Å):
-0.45 -0.31 -0.02
1.00 2.79 0.01
-0.46 -0.28 0.01
0.61 -2.44 -0.02
-0.92 0.12 0.00
0.22 0.12 0.02

=====

No. 3
# C28H23BMoN3O8

A molecular structure, C28H23BMoN3O8 in a non-equilibrium geometry (wB97M-V/def2-TZVPD, the Open Molecules 2025 dataset).

## Properties
Total charge ... +1
Kohn-Sham gap (spin up / spin down) ... 5.3 / 5.3 eV

Cartesian coordinates (Å):
Mo1 -1.3400 1.6513 0.6299
O1 0.1196 1.7216 4.2871
C1 0.0198 1.6850 3.0937
O2 -1.1043 1.5923 2.4095
C2 1.1805 1.7226 2.1355
C3 2.4989 1.8140 2.5976
C4 3.5120 1.8587 1.6760
C5 3.1929 1.7902 0.3048
C6 4.1850 1.8559 -0.6990
C7 3.8469 1.7945 -2.0224
C8 2.5067 1.6041 -2.3900
C9 1.5208 1.5078 -1.4441
C10 1.8211 1.6452 -0.0742
N1 0.8287 1.6361 0.8558
H1 2.6787 1.8555 3.6619
H2 4.5449 1.9439 1.9805
H3 5.2145 1.9639 -0.3989
H4 4.6042 1.8662 -2.7865
H5 2.2567 1.5267 -3.4355
H6 0.5048 1.2899 -1.7517
O3 -1.4741 2.0420 -1.0778
C11 -1.5265 2.9176 -2.0153
C12 -1.3521 4.2837 -1.7196
C13 -1.4064 5.2504 -2.7416
C14 -1.3090 6.5874 -2.4421
C15 -1.2086 7.0264 -1.1093
C16 -1.1233 6.1131 -0.0988
C17 -1.1287 4.7126 -0.3451
O4 -0.9270 3.8970 0.6133
N2 -1.2818 7.5524 -3.5195
O5 -1.2478 7.1130 -4.6479
O6 -1.2777 8.7219 -3.2188
H7 -1.7551 2.5889 -3.0332
H8 -1.5076 4.9491 -3.7742
H9 -1.1740 8.0861 -0.9116
H10 -1.0155 6.4310 0.9263
N3 -4.5255 1.7378 0.8488
C18 -3.3673 1.6817 0.7469
H11 -5.5124 1.6357 0.9617
C19 1.2233 -6.3330 -0.3962
C20 0.2672 -6.2885 0.8072
C21 -0.6116 -7.5417 0.7504
C22 1.0813 -6.3415 2.1090
C23 -0.5264 -4.9904 0.7451
C24 -1.9245 -4.9740 0.6626
C25 -2.6592 -3.8063 0.5393
C26 -1.9541 -2.6190 0.5093
O7 -2.3861 -1.3330 0.3860
B1 -1.2672 -0.5143 0.4537
O8 -0.1397 -1.3071 0.6025
C27 -0.5591 -2.6097 0.6311
C28 0.1657 -3.7761 0.7408
H12 1.7755 -7.2695 -0.3887
H13 1.9391 -5.5165 -0.3710
H14 0.6612 -6.2710 -1.3254
H15 0.0288 -8.4207 0.7749
H16 -1.1909 -7.5785 -0.1688
H17 -1.2830 -7.5974 1.6034
H18 1.6330 -7.2779 2.1523
H19 0.4212 -6.2919 2.9717
H20 1.7939 -5.5240 2.1713
H21 -2.4659 -5.9034 0.6904
H22 -3.7335 -3.8263 0.4634
H23 1.2393 -3.7385 0.8151

Forces on the atoms, in the same order (eV/Å):
1.04 -0.53 1.70
-0.20 -0.03 -0.88
1.65 0.11 1.60
-0.97 0.06 2.36
0.19 -0.11 -0.20
-0.02 0.05 -0.10
-0.40 -0.01 -0.04
-0.43 -0.03 0.04
-0.11 0.02 -0.25
0.21 0.01 0.34
-0.31 -0.02 0.20
-0.12 -0.04 -0.38
0.63 -0.01 -0.28
0.87 -0.06 0.86
-0.06 0.01 0.01
0.07 0.01 0.04
0.16 0.03 0.05
0.10 0.00 -0.05
-0.07 -0.08 -0.14
0.26 0.02 0.08
-0.43 0.61 -4.80
0.11 2.69 -0.39
-0.20 -1.90 0.22
0.02 1.47 -0.63
-0.11 -1.89 -0.17
0.14 -0.33 0.84
0.07 0.76 -0.13
0.32 -0.71 0.90
-0.62 0.52 -0.82
0.00 0.07 -0.47
-0.04 -0.01 -0.28
-0.02 0.34 0.15
0.14 -0.12 0.23
-0.01 0.01 -0.07
-0.02 0.09 0.03
0.01 0.01 0.09
1.18 -0.06 -0.08
-2.52 -0.19 0.47
-0.14 0.00 -0.02
-0.15 -0.05 0.17
0.21 -0.15 0.00
0.12 0.26 0.01
-0.15 -0.02 -0.19
-0.32 0.06 -0.02
0.37 -0.13 0.02
0.03 0.62 -0.07
0.94 -0.77 0.11
-0.65 0.42 -0.08
-0.47 -0.91 0.16
0.72 0.46 -0.04
-1.10 -0.57 -0.09
-0.03 0.30 0.00
0.11 -0.10 -0.03
0.10 0.10 -0.02
-0.02 0.00 -0.13
0.04 -0.08 0.01
-0.12 -0.03 -0.09
-0.13 -0.02 0.08
0.10 -0.08 0.04
-0.05 0.01 0.13
0.10 0.11 0.04
-0.05 -0.15 -0.02
-0.16 0.01 -0.01
0.19 -0.01 0.02

=====

No. 4
# C5HAuF2O

A molecular structure, C5HAuF2O in a non-equilibrium geometry (wB97M-V/def2-TZVPD, the Open Molecules 2025 dataset).

## Properties
Total charge ... +4
Relative energy (zero: lowest compared OMol25 entry of this formula, charge and spin) ... 2.632 eV
Kohn-Sham gap (spin up / spin down) ... 7.1 / 5.0 eV
2S+1 ... 3

Cartesian coordinates (Å):
C1 3.4723 -0.0596 -1.2913
C2 3.6650 -1.2218 -0.8205
F1 3.9007 -2.4228 -1.0829
O1 2.0082 -0.5185 -0.6464
C3 0.9108 -0.3676 -0.3171
C4 -2.7583 0.6784 1.3273
C5 -3.5006 1.2247 0.5244
H1 -2.5939 0.2692 2.3216
F2 -4.1634 1.7840 -0.3580
Au1 -0.9409 0.6339 0.3429

Forces on the atoms, in the same order (eV/Å):
-1.14 6.88 -2.11
5.00 -12.61 0.03
-0.81 4.36 1.65
-1.61 0.64 0.06
-0.84 0.90 0.14
2.48 -1.97 3.48
-5.33 3.93 -5.89
-0.35 -0.18 0.60
1.52 -1.48 2.46
1.09 -0.47 -0.43